# 1
Computed, not measured: a cluster of 2 separate species, C16H33N2O11P3 in total in a non-equilibrium geometry, with the ωB97M-V functional and the def2-TZVPD basis.

Last column: Mulliken charge in e.
Geometry (Å):
C: -0.202 -1.062 4.181  -0.778
C: -1.209 -1.902 3.145  -0.303
O: -0.758 -1.781 1.751  -0.303
C: -1.830 -1.341 0.846  -0.341
C: -1.453 0.226 0.420  -0.015
C: 0.063 0.163 -0.284  -0.668
C: 0.066 -0.568 -1.754  -0.198
C: 1.591 -0.790 -2.368  -0.437
P: 2.403 -2.446 -1.858  0.992
O: 3.488 -2.133 -0.749  -0.755
O: 3.024 -3.388 -3.195  -0.378
C: 4.191 -2.739 -3.826  -0.324
C: 3.649 -1.677 -4.978  -0.736
O: 1.164 -3.422 -1.072  -0.313
C: 0.447 -4.256 -2.071  -0.224
C: -1.156 -4.494 -1.672  -0.867
N: -2.249 0.877 -0.703  0.240
C: -2.435 2.260 -0.584  -0.909
C: -1.776 2.845 0.800  -0.088
P: -0.257 4.001 0.734  0.836
O: -0.070 4.649 -0.719  -0.733
O: -0.508 5.293 1.927  -0.517
O: 1.184 3.150 1.289  -0.474
C: -1.673 1.398 1.589  0.424
C: -2.982 1.292 2.570  -0.676
C: -4.378 0.859 1.828  -0.209
N: -5.271 -0.098 2.326  -0.748
H: -0.587 -1.106 5.304  0.303
H: -0.173 0.091 3.882  0.104
H: 0.845 -1.583 4.121  0.304
H: -1.152 -3.053 3.447  0.249
H: -2.287 -1.500 3.358  0.239
H: -1.783 -2.069 -0.099  -0.161
H: -2.918 -1.453 1.273  0.312
H: 0.890 -0.229 0.452  0.272
H: 0.336 1.308 -0.487  0.162
H: -0.468 0.175 -2.520  0.339
H: -0.530 -1.573 -1.812  -0.246
H: 1.475 -0.670 -3.548  0.243
H: 2.214 0.155 -2.006  0.287
H: 4.958 -2.271 -3.073  0.342
H: 4.773 -3.592 -4.426  0.232
H: 3.744 -0.598 -4.478  0.215
H: 2.496 -1.937 -5.122  0.185
H: 4.210 -1.762 -6.004  0.316
H: 1.016 -5.296 -2.083  0.350
H: 0.429 -3.787 -3.150  0.240
H: -1.773 -3.705 -2.295  0.223
H: -1.297 -4.359 -0.513  0.165
H: -1.429 -5.583 -2.053  0.339
H: -2.686 0.482 -1.566  0.321
H: -3.004 2.961 -1.358  0.067
H: -2.613 3.571 1.241  0.429
H: -0.464 4.839 2.834  0.327
H: 1.686 2.858 0.471  0.297
H: -0.757 1.601 2.317  0.129
H: -3.163 2.391 3.000  0.457
H: -2.833 0.605 3.506  0.235
H: -4.693 1.312 0.769  0.249
H: -6.071 -0.212 1.638  0.267
O: 3.373 5.709 0.785  -0.501
P: 3.709 5.815 2.281  0.948
O: 4.528 7.092 2.534  -0.652
O: 4.528 4.587 2.711  -0.592
O: 2.406 5.873 3.097  -0.496

Values from the calculation:
- DFT total energy (eV) = -70485.8416
- ΔE to the lowest compared entry with this formula, charge and spin (kJ/mol) = 1048.0
- total charge = -2
- 2S+1 = 1
- lowest unoccupied orbital energy (eV) = 2.93



# 2
Computed, not measured: the ion C16H33N4 with charge +1 in a non-equilibrium geometry, with the ωB97M-V functional and the def2-TZVPD basis.

Last column: Mulliken charge in e.
Geometry (Å):
C: 0.365 -3.503 2.026  -1.546
C: -0.645 -2.518 1.435  0.693
C: -1.654 -3.272 0.568  -1.020
C: -2.588 -2.361 -0.239  0.861
C: -3.559 -1.527 0.614  -0.940
C: -3.525 -0.017 0.352  -1.134
C: -2.121 0.619 0.365  1.164
C: -1.907 1.677 1.485  -1.016
C: -1.022 2.839 1.013  -0.859
C: 0.429 2.734 1.558  -0.928
C: 1.497 3.097 0.515  -1.204
C: 2.254 1.848 0.040  0.727
C: 2.822 2.095 -1.365  -0.867
C: 3.938 1.130 -1.762  -0.824
C: 3.461 -0.314 -2.154  -0.742
C: 2.023 -0.429 -2.445  0.534
N: 1.410 -0.168 -3.573  -0.358
N: 0.127 -0.370 -3.371  -0.604
N: -0.032 -0.740 -2.188  0.591
N: 1.143 -0.804 -1.554  0.118
H: -0.122 -4.320 2.549  0.393
H: 1.027 -2.961 2.696  0.407
H: 1.000 -3.939 1.256  0.349
H: -1.127 -1.937 2.218  0.301
H: -0.064 -1.813 0.819  -0.513
H: -1.089 -3.924 -0.093  0.427
H: -2.283 -3.866 1.229  0.368
H: -1.951 -1.703 -0.846  -0.922
H: -3.117 -2.992 -0.946  0.537
H: -4.556 -1.895 0.389  0.358
H: -3.393 -1.725 1.672  0.408
H: -4.029 0.200 -0.588  0.361
H: -4.113 0.482 1.116  0.433
H: -1.980 1.160 -0.572  0.266
H: -1.321 -0.119 0.438  -0.833
H: -1.421 1.166 2.314  0.350
H: -2.868 2.063 1.805  0.513
H: -1.435 3.800 1.299  0.407
H: -0.942 2.837 -0.074  0.468
H: 0.603 1.770 2.034  0.558
H: 0.496 3.468 2.359  0.403
H: 1.003 3.573 -0.327  0.519
H: 2.211 3.792 0.945  0.421
H: 1.509 1.053 0.032  -0.645
H: 3.087 1.650 0.709  0.345
H: 2.017 2.163 -2.099  0.363
H: 3.266 3.088 -1.322  0.560
H: 4.455 1.528 -2.624  0.381
H: 4.610 1.035 -0.918  0.336
H: 3.979 -0.596 -3.065  0.393
H: 3.763 -1.043 -1.409  0.389
H: -0.926 -0.951 -1.732  -0.001
H: 1.299 -1.058 -0.584  0.254

Values from the calculation:
- DFT total energy (eV) = -23079.1971
- ΔE to the lowest compared entry with this formula, charge and spin (kJ/mol) = 2.9
- total charge = +1
- 2S+1 = 1
- lowest unoccupied orbital energy (eV) = -4.00
- SMILES string = CCCCCCCCCCCCCCCc1nn[nH][nH+]1



# 3
Computed, not measured: a structure of composition C16H33NO4P2PdS in a non-equilibrium geometry, with the ωB97M-V functional and the def2-TZVPD basis.

Last column: Löwdin spin population.
Geometry (Å):
Pd: 0.354 0.011 -0.379  0.962
P: 2.411 -0.297 -1.318  0.100
P: -2.006 0.546 0.990  0.014
N: -0.660 0.148 -2.059  0.707
H: 0.071 -1.472 0.295  0.271
C: 3.082 -2.000 -1.465  0.016
H: 4.060 -1.992 -1.967  0.003
H: 2.387 -2.604 -2.062  0.001
H: 3.195 -2.459 -0.476  0.001
C: 3.790 0.627 -0.550  0.030
H: 4.737 0.388 -1.050  0.007
H: 3.878 0.397 0.517  0.000
H: 3.592 1.699 -0.656  0.000
C: 2.465 0.284 -3.044  0.008
H: 3.473 0.162 -3.459  0.003
H: 2.186 1.342 -3.073  0.000
H: 1.749 -0.287 -3.644  0.000
C: -3.117 -0.788 1.498  0.006
H: -4.033 -0.413 1.896  0.002
H: -2.559 -1.342 2.248  0.002
H: -3.193 -1.464 0.643  0.000
C: -1.910 1.812 2.237  0.004
H: -2.905 1.947 2.676  0.001
H: -1.527 2.765 1.854  0.000
H: -1.219 1.414 2.981  0.001
C: -3.133 1.405 -0.296  -0.010
H: -4.098 1.665 0.194  -0.001
H: -3.381 0.783 -1.170  0.001
H: -2.735 2.362 -0.677  -0.001
C: -1.133 0.324 -3.264  0.073
C: -2.073 -0.612 -5.331  -0.013
C: -1.552 -0.803 -4.055  0.145
C: -1.252 1.645 -3.829  0.147
C: -1.779 1.815 -5.105  -0.009
C: -2.183 0.691 -5.842  0.161
H: -2.387 -1.483 -5.909  -0.004
H: -1.440 -1.790 -3.591  0.006
H: -0.916 2.479 -3.203  0.004
H: -1.867 2.826 -5.506  -0.004
H: -2.591 0.833 -6.836  0.010
C: 1.820 -0.056 2.470  0.021
O: 1.470 0.764 1.582  0.059
C: 2.285 -1.469 2.177  0.028
H: 2.443 -2.085 3.075  0.001
H: 3.244 -1.427 1.643  0.000
H: 1.563 -2.013 1.556  0.032
C: 2.017 0.507 3.844  0.004
H: 1.533 -0.063 4.639  0.002
H: 1.612 1.517 3.792  0.000
H: 3.096 0.514 4.036  0.000
C: -1.033 -0.184 4.908  0.112
S: -0.572 -1.562 3.782  0.376
O: 0.759 -2.022 4.192  0.227
O: -1.649 -2.518 3.355  0.215
O: -0.997 -0.526 1.301  0.266
H: -0.682 -0.653 5.846  0.011
H: -2.132 -0.101 4.894  0.003
H: -0.551 0.811 4.695  0.001

Values from the calculation:
- DFT total energy (eV) = -59691.1724
- ⟨S²⟩ = 6.084
- ΔE to the lowest compared entry with this formula, charge and spin (kJ/mol) = 265.7
- 2S+1 = 5
- lowest unoccupied orbital energy (alpha / beta) (eV) = 0.28 / -1.33



# 4
Computed, not measured: a structure of composition C16H33NO4Ti in a non-equilibrium geometry, with the ωB97M-V functional and the def2-TZVPD basis.

Last column: Mulliken charge in e.
Geometry (Å):
C: 6.124 -2.938 0.563  -0.684
O: 5.958 -1.539 0.847  -0.363
C: 4.576 -1.203 0.887  -0.484
C: 4.348 0.051 1.776  -0.643
C: 4.626 1.418 1.070  -0.835
C: 3.338 2.132 0.540  -0.813
C: 2.779 1.523 -0.788  -0.161
C: 1.215 1.678 -0.767  -0.883
C: 0.543 1.400 -2.149  -0.323
C: 0.130 -0.091 -2.356  -0.780
C: -1.307 -0.404 -1.826  0.237
C: -1.452 -1.947 -1.618  -1.215
C: -2.906 -2.318 -1.188  -0.311
O: -3.011 -2.300 0.236  -0.353
C: -4.302 -1.841 0.649  -1.070
C: -4.165 -0.325 1.080  1.207
N: -5.350 0.041 1.881  -0.281
C: -5.736 1.438 1.647  -0.610
C: -4.504 2.391 1.545  0.531
O: -3.934 2.870 2.404  -0.291
O: -4.036 2.709 0.195  -0.546
H: 5.190 -3.429 0.225  0.330
H: 6.496 -3.455 1.469  0.242
H: 6.899 -3.029 -0.228  0.244
H: 3.961 -2.027 1.328  0.314
H: 4.219 -1.085 -0.164  0.335
H: 5.065 -0.030 2.620  0.345
H: 3.329 0.018 2.226  0.398
H: 5.387 1.306 0.265  0.369
H: 5.062 2.100 1.831  0.348
H: 3.580 3.204 0.380  0.381
H: 2.551 2.055 1.320  0.352
H: 3.171 2.102 -1.655  0.350
H: 3.045 0.457 -0.928  -0.032
H: 0.790 1.076 0.069  0.446
H: 1.028 2.748 -0.521  0.402
H: 1.267 1.687 -2.937  0.436
H: -0.384 2.038 -2.207  -0.114
H: 0.182 -0.362 -3.429  0.462
H: 0.805 -0.778 -1.801  0.509
H: -1.469 0.093 -0.806  0.239
H: -2.122 -0.016 -2.572  0.389
H: -0.763 -2.227 -0.799  0.447
H: -1.160 -2.473 -2.544  0.475
H: -3.112 -3.352 -1.541  0.342
H: -3.622 -1.632 -1.718  0.238
H: -4.735 -2.466 1.450  0.437
H: -5.027 -1.859 -0.198  0.392
H: -4.097 0.247 0.109  -1.092
H: -3.228 -0.290 1.686  0.412
H: -5.288 -0.194 2.866  0.323
H: -6.317 1.796 2.525  0.397
H: -6.409 1.571 0.769  0.313
H: -4.436 2.011 -0.355  0.449
Ti: -2.791 1.447 -1.365  0.792

Values from the calculation:
- DFT total energy (eV) = -49898.8063
- total charge = +2
- 2S+1 = 1
- lowest unoccupied orbital energy (eV) = -10.19



# 5
Computed, not measured: a structure of composition C16H34AsCuF9O8 in a non-equilibrium geometry, with the ωB97M-V functional and the def2-TZVPD basis.

Last column: Löwdin spin population.
Geometry (Å):
Cu: -23.357 8.391 -4.015  0.749
C: -26.066 6.351 -5.176  0.009
O: -26.596 5.217 -4.467  0.021
O: -24.915 6.835 -4.575  0.180
C: -25.946 5.913 -6.730  0.000
F: -25.751 6.930 -7.612  0.000
F: -24.973 4.999 -6.850  0.000
F: -27.007 5.219 -7.180  0.000
C: -27.519 5.473 -3.351  0.000
C: -28.206 4.076 -3.114  0.001
H: -28.547 4.172 -2.083  0.000
H: -29.064 3.857 -3.750  0.000
H: -27.550 3.225 -3.296  0.000
H: -28.166 6.341 -3.477  0.000
H: -26.851 5.616 -2.502  0.000
H: -26.835 7.117 -5.084  0.002
As: -21.986 11.134 -1.359  0.000
F: -22.319 10.050 -2.788  0.007
F: -23.025 10.113 -0.337  0.000
F: -21.557 12.243 0.004  0.000
F: -20.890 12.043 -2.391  0.000
F: -23.407 12.154 -1.869  0.000
F: -20.624 10.023 -0.988  0.000
C: -26.047 10.388 -4.702  0.000
O: -25.291 9.600 -3.745  -0.003
C: -25.732 9.909 -2.410  0.000
C: -25.380 8.602 -1.602  0.001
O: -24.040 8.125 -1.985  0.018
C: -23.522 7.116 -1.107  0.002
C: -21.987 7.056 -1.304  0.000
O: -21.711 7.304 -2.681  0.002
C: -20.338 7.099 -3.115  0.000
H: -27.127 10.249 -4.644  0.000
H: -25.705 10.086 -5.692  0.000
H: -25.664 11.407 -4.655  0.000
H: -26.806 10.095 -2.406  0.000
H: -25.206 10.790 -2.043  0.000
H: -26.100 7.814 -1.826  0.000
H: -25.462 8.796 -0.533  0.001
H: -24.034 6.166 -1.266  0.000
H: -23.771 7.356 -0.073  0.001
H: -21.606 6.059 -1.080  0.000
H: -21.344 7.732 -0.741  0.000
H: -20.243 7.526 -4.114  0.000
H: -20.163 6.024 -3.153  0.000
H: -19.710 7.607 -2.384  0.000
C: -19.338 10.112 -4.993  0.000
O: -20.764 10.148 -5.048  0.000
C: -21.220 11.237 -5.858  0.000
C: -22.761 11.216 -5.748  0.001
O: -23.295 9.817 -5.719  0.003
C: -23.198 9.077 -6.960  -0.001
C: -22.088 8.024 -6.876  0.000
O: -22.321 7.370 -5.626  0.007
C: -21.996 5.975 -5.725  0.001
H: -18.800 11.024 -4.733  0.000
H: -18.926 9.708 -5.918  0.000
H: -19.110 9.371 -4.226  0.000
H: -20.957 11.157 -6.913  0.000
H: -20.751 12.160 -5.516  0.000
H: -23.121 11.716 -6.647  0.000
H: -23.060 11.788 -4.870  0.000
H: -23.075 9.821 -7.747  0.000
H: -24.128 8.540 -7.148  0.000
H: -21.067 8.404 -6.846  0.000
H: -22.113 7.275 -7.667  0.000
H: -22.420 5.366 -4.926  0.000
H: -20.916 5.877 -5.621  0.000
H: -22.478 5.551 -6.606  0.000

Values from the calculation:
- DFT total energy (eV) = -163456.9134
- ⟨S²⟩ = 0.755
- ΔE to the lowest compared entry with this formula, charge and spin (kJ/mol) = 0.0
- 2S+1 = 2
- lowest unoccupied orbital energy (alpha / beta) (eV) = 0.47 / -2.21



# 6
Computed, not measured: a cluster of 3 separate species, C16H34BN2O11 in total, with the ωB97M-V functional and the def2-TZVPD basis.

Last column: Mulliken charge in e.
Geometry (Å):
C: 9.013 1.466 -2.098  -1.082
C: 7.631 1.933 -2.530  -0.151
O: 6.814 0.790 -2.773  -0.350
C: 5.506 1.088 -3.196  -0.612
C: 4.553 0.655 -2.101  -0.335
O: 3.217 0.873 -2.554  -0.378
C: 2.208 0.642 -1.614  -0.149
C: 1.319 1.879 -1.462  -0.999
N: 0.098 1.663 -2.299  -0.067
B: -1.302 2.169 -1.793  0.293
C: -1.569 2.451 -0.307  -0.727
O: -2.236 2.220 -2.766  -0.508
C: -0.033 0.161 -2.574  -0.764
C: 1.253 -0.491 -2.051  0.556
C: 0.940 -1.392 -0.859  -1.110
O: -0.032 -2.380 -1.176  -0.084
N: 0.613 -3.516 -1.793  0.131
O: -0.174 -4.295 -2.112  -0.279
H: 9.055 0.381 -2.170  0.306
H: 9.234 1.743 -1.069  0.297
H: 9.793 1.868 -2.740  0.293
H: 7.683 2.536 -3.443  0.314
H: 7.161 2.554 -1.758  0.271
H: 5.385 2.157 -3.401  0.370
H: 5.289 0.541 -4.116  0.282
H: 4.746 1.225 -1.186  0.303
H: 4.716 -0.406 -1.883  0.269
H: 2.629 0.390 -0.635  0.673
H: 1.029 2.057 -0.431  0.305
H: 1.835 2.763 -1.831  0.326
H: 0.270 2.109 -3.200  0.557
H: -0.880 2.014 0.413  0.336
H: -2.585 2.129 -0.067  0.229
H: -1.550 3.539 -0.162  0.391
H: -2.120 2.743 -3.576  0.339
H: -0.173 0.045 -3.644  0.307
H: -0.912 -0.224 -2.058  0.104
H: 1.707 -1.078 -2.847  0.531
H: 0.488 -0.803 -0.055  0.383
H: 1.845 -1.867 -0.476  0.466
C: -6.605 0.276 2.128  -0.676
O: -5.882 -0.857 1.618  -0.338
C: -4.832 -0.568 0.870  0.793
O: -4.440 0.537 0.579  -0.588
O: -4.257 -1.711 0.489  -0.326
C: -3.087 -1.553 -0.309  -0.545
H: -7.417 -0.143 2.712  0.227
H: -5.957 0.884 2.756  0.309
H: -6.991 0.876 1.307  0.322
H: -2.326 -0.997 0.241  0.200
H: -3.328 -1.033 -1.237  0.352
H: -2.727 -2.553 -0.525  0.240
C: -3.364 -0.888 7.419  -0.622
O: -2.830 -1.430 6.203  -0.333
C: -3.714 -2.107 5.472  0.807
O: -4.876 -2.267 5.738  -0.543
O: -3.093 -2.574 4.387  -0.308
C: -3.930 -3.349 3.518  -0.493
H: -2.535 -0.375 7.895  0.214
H: -4.172 -0.191 7.203  0.291
H: -3.737 -1.684 8.058  0.297
H: -4.768 -2.754 3.160  0.191
H: -4.303 -4.235 4.029  0.336
H: -3.295 -3.636 2.686  0.157

Values from the calculation:
- DFT total energy (eV) = -43314.7142
- total charge = +1
- 2S+1 = 1
- lowest unoccupied orbital energy (eV) = -3.14